{
  "formula": "C31H41N2O4PSr",
  "method": "ωB97M-V/def2-TZVPD",
  "symbols": ["Sr", "P", "O", "O", "O", "O", "N", "N", "C", "C", "C", "C", "C", "C", "C", "C", "C", "C", "C", "C", "C", "C", "C", "C", "C", "C", "C", "C", "C", "C", "C", "C", "C", "C", "C", "C", "C", "C", "C", "H", "H", "H", "H", "H", "H", "H", "H", "H", "H", "H", "H", "H", "H", "H", "H", "H", "H", "H", "H", "H", "H", "H", "H", "H", "H", "H", "H", "H", "H", "H", "H", "H", "H", "H", "H", "H", "H", "H", "H", "H"],
  "coordinates": [[-0.4643, -0.0502, -0.1157], [-0.8654, 2.3573, -1.6911], [-0.2809, -2.3298, -0.3871], [-2.2562, 0.9833, 1.3769], [-2.6113, -0.8017, -0.6940], [-0.6411, -1.0328, 2.0107], [1.7154, 0.7483, -1.7609], [1.8419, 0.1949, 1.1645], [-1.3673, 4.7269, 1.6310], [-4.1535, 2.5533, -4.0687], [-1.7392, 0.9733, 2.7190], [0.5174, 3.6554, -3.7929], [5.1398, 0.4053, 2.1000], [-2.7028, 4.3660, -2.5329], [-3.5571, 0.4011, 1.2100], [1.5447, 3.7877, -4.7121], [-0.4609, -2.4603, 2.0884], [0.2519, -2.9294, 0.8232], [2.6146, 2.9024, -4.6815], [1.0007, 4.4785, 1.2973], [-3.7079, 0.0423, -0.2535], [-0.0595, 4.9688, 2.0447], [1.6327, 1.7808, -2.7908], [-2.7532, -2.2169, -0.4573], [-2.3184, 3.0232, -2.5614], [-1.3198, -0.4339, 3.1320], [-4.5252, 3.8902, -4.0348], [2.7335, 0.0048, 1.8668], [4.0885, -1.7440, 2.9137], [3.9042, -0.2275, 2.7568], [3.6139, 0.4301, 4.1156], [0.5389, 2.6474, -2.8269], [-3.8021, 4.7953, -3.2641], [2.6592, 1.9082, -3.7183], [0.7557, 3.7438, 0.1398], [-1.6114, 3.9805, 0.4877], [-3.0594, 2.1236, -3.3275], [-1.4903, -2.8948, -0.9657], [-0.5529, 3.4797, -0.2753], [-2.6337, 3.8117, 0.1696], [-3.6558, 0.9420, -0.8632], [2.0210, 4.6926, 1.5966], [-4.7131, 1.8481, -4.6717], [3.4178, 2.9894, -5.4039], [3.2095, -2.2080, 3.3683], [-5.3800, 4.2286, -4.6079], [2.2767, -0.0176, -2.1165], [4.9406, -1.9244, 3.5700], [1.2975, -2.6303, 0.8559], [0.1288, 5.5637, 2.9311], [4.4747, 0.2737, 4.7667], [5.9952, 0.2553, 2.7597], [-4.0938, 5.8387, -3.2371], [2.2329, 1.1126, -0.9668], [-2.1987, 5.1377, 2.1942], [0.1500, -2.7308, 2.9525], [-2.7651, 1.0781, -3.3639], [-4.6637, -0.4468, -0.4378], [0.2065, -4.0159, 0.7645], [3.5028, 1.2265, -3.6814], [-0.6608, -0.3837, 3.9992], [-2.1477, 5.0804, -1.9325], [-2.4722, 1.3486, 3.4318], [-3.6029, -2.6152, -1.0151], [-2.9189, -2.4109, 0.6048], [2.7388, -0.0145, 4.5945], [-0.8866, 1.6509, 2.7093], [3.4528, 1.5042, 4.0113], [-2.1771, -1.0540, 3.3974], [-1.5406, -3.9669, -0.7837], [-3.6638, -0.4834, 1.8462], [-1.4088, -2.7340, -2.0370], [4.2920, -2.2228, 1.9538], [1.5049, 4.5719, -5.4585], [5.0058, 1.4779, 1.9510], [1.5924, 3.4114, -0.4643], [-4.3351, 1.1157, 1.4835], [-1.4338, -2.9404, 2.2090], [5.3623, -0.0611, 1.1386], [-0.3278, 4.3309, -3.8463]],
  "atomic_forces_ev_per_a": [[1.73, 2.33, -0.65], [-0.16, 0.78, -0.53], [-0.28, -1.69, 0.16], [-0.23, -0.08, 0.33], [-1.20, -0.58, -0.14], [-0.22, -0.87, 1.15], [-0.29, 0.29, -0.26], [0.29, -0.11, 0.34], [0.05, 0.01, 0.04], [0.05, 0.01, 0.04], [-0.08, -0.27, -0.29], [-0.06, 0.03, -0.04], [-0.02, 0.02, -0.04], [0.02, 0.04, 0.03], [0.14, -0.12, 0.00], [0.00, 0.00, 0.00], [-0.06, 0.28, -0.06], [-0.31, 0.17, -0.08], [0.01, 0.02, -0.03], [-0.01, -0.05, -0.08], [0.26, -0.20, 0.07], [-0.07, 0.03, 0.00], [0.09, -0.21, 0.20], [0.05, 0.17, -0.03], [0.01, 0.15, 0.07], [0.04, -0.14, -0.28], [0.01, 0.03, 0.03], [0.32, 0.07, 0.11], [-0.04, -0.02, -0.01], [-0.25, 0.06, -0.12], [-0.05, -0.01, -0.04], [-0.04, -0.08, 0.03], [0.00, -0.05, -0.01], [0.03, -0.01, -0.01], [-0.08, 0.00, 0.04], [-0.01, -0.03, 0.06], [-0.01, -0.07, -0.08], [0.09, 0.14, 0.29], [0.12, 0.06, -0.02], [0.01, -0.03, 0.04], [0.07, 0.01, -0.11], [-0.08, -0.02, -0.04], [0.04, 0.03, 0.04], [-0.06, 0.00, 0.05], [0.06, 0.03, -0.03], [0.05, -0.01, 0.03], [0.04, -0.08, -0.03], [-0.02, 0.00, -0.02], [0.02, 0.05, -0.09], [-0.02, -0.05, -0.06], [-0.03, 0.01, -0.02], [-0.02, 0.00, -0.03], [0.03, -0.07, 0.00], [0.03, 0.03, 0.04], [0.07, -0.04, -0.05], [0.04, 0.04, 0.04], [-0.02, 0.03, 0.00], [-0.04, -0.06, -0.01], [-0.01, -0.06, -0.07], [-0.04, 0.03, 0.00], [0.07, -0.01, 0.04], [-0.02, -0.05, -0.09], [-0.07, 0.12, 0.02], [-0.07, 0.05, -0.03], [0.00, 0.04, 0.04], [0.05, 0.02, -0.02], [0.04, 0.06, -0.05], [0.01, -0.05, 0.00], [-0.08, -0.05, -0.01], [0.05, -0.07, 0.06], [0.01, 0.03, -0.02], [0.11, 0.02, -0.10], [-0.01, 0.02, 0.05], [0.00, -0.06, 0.05], [0.01, -0.05, 0.02], [0.01, 0.00, -0.01], [-0.01, 0.06, 0.08], [-0.09, 0.00, 0.00], [-0.01, 0.02, 0.05], [0.02, -0.03, 0.03]],
  "gap_ev": 8.9,
  "relative_energy_ev": 0.7906,
  "energy_ev": -54096.3609,
  "lumo_ha": -0.160,
  "total_charge": 2
}

---

{
  "formula": "C12H17FO5",
  "method": "ωB97M-V/def2-TZVPD",
  "symbols": ["F", "O", "O", "O", "O", "O", "C", "C", "C", "C", "C", "C", "C", "C", "C", "C", "C", "C", "H", "H", "H", "H", "H", "H", "H", "H", "H", "H", "H", "H", "H", "H", "H", "H", "H"],
  "coordinates": [[0.1074, -1.7841, 0.2851], [2.4821, 1.0468, -0.4322], [-3.2764, 2.7912, 1.6832], [-0.4753, 2.6230, 0.1464], [-4.7120, -1.5921, 1.3838], [-4.0734, 0.6298, 2.1617], [-3.1896, 1.5613, 1.4813], [0.7196, 2.8781, -0.6523], [-0.4848, -3.3236, -1.5885], [-2.2998, -1.8435, -0.3822], [-0.9664, 1.3341, -0.3698], [3.4903, -0.6832, 1.1767], [3.6999, 0.5788, 0.1980], [-0.7721, -1.9020, -0.8487], [-2.2074, 0.7839, 0.4644], [-2.7174, -0.5396, 0.4253], [2.0742, 2.3449, 0.0690], [-3.9802, -0.5813, 1.4147], [2.9041, 3.0929, -0.2276], [3.2260, -1.6549, 0.6078], [-1.3002, 1.4905, -1.4508], [4.4801, -0.9221, 1.7265], [0.4383, -3.2462, -2.2678], [-0.0673, 0.6153, -0.2619], [-2.4517, -2.7352, 0.3428], [-1.4233, -3.6335, -2.1833], [-0.2338, -4.1126, -0.7815], [1.8663, 2.3734, 1.1937], [-3.0107, -2.0710, -1.2671], [0.6453, 2.4263, -1.7037], [-0.5651, -1.0712, -1.6280], [2.6763, -0.5381, 1.9632], [4.3888, 0.2025, -0.6538], [0.8498, 4.0152, -0.8097], [4.1584, 1.4464, 0.7853]],
  "atomic_forces_ev_per_a": [[-1.26, 0.09, -1.57], [-0.02, 0.53, 1.09], [0.31, -5.49, -0.68], [0.51, -1.33, -1.91], [2.02, 4.34, 1.24], [0.93, -1.04, -2.47], [0.69, 3.55, -0.13], [1.31, 0.56, 0.06], [0.17, 0.41, 0.79], [0.09, -0.34, 1.18], [-0.34, 0.26, 1.24], [0.17, -0.50, -0.01], [0.42, -1.04, 0.24], [-0.56, -0.82, -1.30], [-1.47, -2.58, 0.56], [0.30, 2.65, 0.54], [-0.50, 1.05, -0.84], [0.18, -2.91, -1.94], [-1.17, -0.99, 0.73], [0.31, 1.75, 0.67], [0.49, -0.43, 1.30], [-1.51, 0.59, -0.87], [-1.53, -0.04, 0.93], [-1.75, 0.73, -0.39], [0.16, 1.46, -1.09], [1.63, 0.44, 0.89], [-0.63, 1.25, -1.29], [0.48, -0.20, -1.41], [1.21, 0.72, 1.37], [0.06, 0.49, 1.46], [-0.05, -1.13, 1.63], [1.08, 0.06, -1.10], [-0.93, 0.94, 1.41], [-0.45, -1.76, 0.55], [-0.34, -1.25, -0.89]],
  "gap_ev": 9.2,
  "energy_ev": -25670.4752,
  "lumo_ha": -0.026
}

---

{
  "formula": "C16H21NO6PdS",
  "method": "ωB97M-V/def2-TZVPD",
  "symbols": ["Pd", "S", "O", "O", "O", "O", "O", "O", "N", "C", "C", "C", "C", "C", "C", "C", "C", "C", "C", "C", "C", "C", "C", "C", "C", "H", "H", "H", "H", "H", "H", "H", "H", "H", "H", "H", "H", "H", "H", "H", "H", "H", "H", "H", "H", "H"],
  "coordinates": [[4.7890, 0.5475, 2.0055], [2.2294, -1.5288, -1.3240], [2.4897, -2.9203, -1.1173], [-1.5385, 2.2869, -2.0866], [0.0982, 0.1506, 3.9544], [3.5195, -0.6086, -1.1760], [1.6575, -1.2319, -2.6029], [-1.1522, -1.8373, 0.7507], [1.0391, -1.3799, 2.3959], [-3.5754, -0.3451, -1.5233], [-3.1299, -0.7451, 1.2427], [0.9834, -0.9484, -0.0942], [-0.4132, 1.2310, 0.2743], [-0.2335, 2.7344, -0.0655], [0.6113, -0.6199, 3.2611], [-2.1718, -1.2478, 0.2510], [4.0261, -0.4594, 0.1692], [-0.0015, -2.1387, -0.0665], [-2.4638, -1.0274, -1.1516], [-0.4393, 3.0410, -1.5497], [0.3953, 0.3417, -0.6937], [-4.4842, 0.1497, -0.5344], [-4.2329, -0.0646, 0.8413], [1.7191, -0.7203, 1.2597], [3.1911, -1.1783, 1.2578], [3.2929, -2.2640, 1.2128], [-0.1301, 1.1088, 1.3211], [-4.9055, 0.3196, 1.5980], [1.7630, 0.3550, 1.4620], [-1.2321, 1.8912, -2.9066], [-0.2324, -2.4906, -1.0716], [0.5102, -2.9700, 0.4192], [-2.9154, -0.8978, 2.2946], [0.7168, 3.1081, 0.3185], [4.0833, 0.6876, 0.3561], [-1.4934, 1.0687, 0.2025], [-3.7374, -0.1793, -2.5801], [1.2478, 0.9385, -1.0377], [3.5919, -0.8742, 2.2933], [-1.0452, 3.2401, 0.4678], [-0.1699, 0.1336, -1.6006], [-0.6282, 4.1036, -1.7043], [-5.3494, 0.7131, -0.8668], [-1.7849, -1.3740, -1.9193], [5.0402, -0.8704, 0.1673], [0.4653, 2.7715, -2.1041]],
  "atomic_forces_ev_per_a": [[0.88, 0.96, 1.44], [-1.04, -1.26, -2.63], [0.50, 0.47, 1.17], [0.04, -0.18, 0.35], [0.26, -0.42, 0.44], [-0.94, 0.08, 0.68], [0.27, 0.68, 0.37], [-0.25, 0.50, -0.85], [0.05, 0.33, 0.16], [0.18, -0.09, 0.28], [0.02, -0.09, 0.01], [0.42, 0.26, -0.01], [0.19, 0.64, -0.41], [-1.24, -0.33, 0.09], [-0.56, 0.27, -0.83], [-0.72, 0.26, 0.40], [0.33, -0.72, 0.27], [1.50, -0.91, 0.25], [0.37, -0.05, -0.38], [0.57, -0.26, -0.17], [0.26, 0.37, 0.74], [0.45, -0.08, -0.24], [-0.12, 0.03, 0.23], [0.53, -0.06, 0.62], [-0.14, 0.52, -0.16], [0.09, 0.05, -0.04], [-0.05, -0.15, -0.02], [-0.09, 0.04, -0.15], [-0.12, 0.00, -0.35], [-0.14, 0.18, -0.17], [-0.45, 0.32, 0.01], [-0.35, 0.03, 0.23], [0.08, -0.09, -0.07], [0.03, 0.08, -0.21], [-0.48, -0.52, -0.82], [0.09, -0.27, -0.05], [-0.24, 0.08, 0.08], [-0.01, -0.07, 0.01], [-0.34, -0.48, -0.43], [0.31, 0.19, 0.18], [0.05, -0.14, 0.05], [0.06, -0.01, 0.07], [-0.05, -0.05, 0.14], [-0.02, -0.13, 0.10], [-0.13, -0.14, -0.34], [-0.03, 0.18, -0.03]],
  "gap_ev": 2.0,
  "energy_ev": -44998.0005,
  "lumo_ha": -0.451,
  "total_charge": 2
}

---

{
  "formula": "H4NO3PS",
  "method": "ωB97M-V/def2-TZVPD",
  "symbols": ["S", "P", "O", "O", "O", "N", "H", "H", "H", "H"],
  "coordinates": [[-0.1138, 1.4213, 0.1631], [1.3034, -0.1901, -0.5753], [2.6715, 0.2598, 0.1730], [-1.6537, -0.8497, -0.1578], [0.7586, -1.3915, 0.4168], [-1.5587, 0.4719, -0.2990], [2.8194, 0.0367, 1.0513], [-2.2491, 0.8433, 0.2922], [-0.2958, -1.3175, 0.1945], [-1.6817, 0.7158, -1.2588]],
  "atomic_forces_ev_per_a": [[1.00, 0.08, 0.57], [0.14, -1.46, 1.41], [-0.63, 0.77, -3.15], [0.81, -1.55, 0.20], [-0.35, 1.78, -1.63], [0.51, -0.09, -0.31], [0.05, -0.74, 2.75], [-1.45, 1.21, 0.59], [0.55, -0.38, 0.47], [-0.62, 0.38, -0.90]],
  "gap_ev": 9.1,
  "relative_energy_ev": 1.9190,
  "energy_ev": -27819.9899,
  "lumo_ha": -0.003
}